(1)
Here is a 2-piece molecular cluster, C4H10NOS overall from the Open Molecules 2025 dataset. Energies are from wB97M-V/def2-TZVPD.

Last column: Mulliken charge in e.
Atoms and positions in Å:
C (-1.7746, 0.6846, 0.2477)  -0.36
O (-2.1023, 0.0860, 1.4179)  -0.85
C (-0.4724, -0.0790, -0.2713)  0.47
C (0.7558, 0.5658, 0.3399)  -0.46
C (2.0219, -0.2112, 0.1064)  -0.91
S (2.2515, -0.7358, -1.5816)  -0.52
N (-0.8282, -1.4715, -0.0747)  -0.62
H (-2.5713, 0.7112, -0.5469)  0.28
H (-1.4473, 1.7484, 0.4647)  0.22
H (-0.3128, -0.0374, -1.4267)  -0.58
H (0.8694, 1.5563, -0.1378)  0.32
H (0.6062, 0.6000, 1.4396)  0.24
H (2.1278, -1.0877, 0.7936)  0.28
H (2.8266, 0.5066, 0.4963)  0.31
H (-0.5155, 0.3918, -2.2289)  0.46
H (-1.4445, -1.2386, 0.7757)  0.42
H (0.0097, -1.9895, 0.1860)  0.29

Summary:
HOMO-LUMO gap: 5.107 eV
Energy above the lowest of the compared OMol25 structures with the same formula, charge and spin: 153.7 kcal/mol
Total charge: -1
E_LUMO: 1.72 eV

(2)
Here is an isolated ion of composition C3H7N4 and charge +1 from the Open Molecules 2025 dataset. Energies are from wB97M-V/def2-TZVPD.

Last column: Mulliken charge in e.
Atoms and positions in Å:
N (1.6378, 1.2413, 0.7021)  -0.42
N (2.2099, 0.4675, 0.0155)  0.40
C (2.0598, -0.7074, -0.3302)  -0.23
C (0.6511, -1.2008, -0.1271)  0.21
N (-0.0896, -0.4933, 0.5389)  -0.36
C (-1.5661, -0.1444, 0.5730)  -0.42
N (-1.8184, 0.7885, -0.4242)  -0.41
H (1.0818, 2.1311, 0.3253)  0.36
H (2.9162, -1.2889, -0.7707)  0.37
H (0.6215, -2.0458, -0.7354)  0.42
H (-1.7281, 0.3575, 1.4013)  0.36
H (-2.0256, -1.1383, 0.4512)  0.29
H (-2.4836, 1.5365, -0.2574)  0.22
H (-1.4667, 0.4966, -1.3623)  0.20

Summary:
HOMO-LUMO gap: 7.714 eV
SMILES: N=[N+]=C/C=N/CN
Energy above the lowest of the compared OMol25 structures with the same formula, charge and spin: 129.3 kcal/mol
Total charge: +1
E_LUMO: -5.88 eV

(3)
Here is a 2-piece molecular cluster, C12H16N2O overall from the Open Molecules 2025 dataset. Energies are from wB97M-V/def2-TZVPD.

Last column: Mulliken charge in e.
Atoms and positions in Å:
C (-0.3819, 0.4290, 3.0703)  -1.00
C (-1.7913, -0.1614, 2.8669)  -0.60
C (-1.7643, -1.1291, 1.7185)  0.25
C (-1.4927, -2.4672, 1.7864)  -0.42
N (-1.3658, -2.9287, 0.5001)  -0.17
C (-1.5722, -1.8319, -0.3090)  -0.34
N (-1.7909, -0.7694, 0.3962)  -0.26
H (-0.1082, 0.7214, 4.0850)  0.32
H (-0.2582, 1.2411, 2.3635)  0.21
H (0.3771, -0.3118, 2.7937)  0.33
H (-2.1990, -0.7704, 3.6699)  0.34
H (-2.4318, 0.7008, 2.6659)  0.30
H (-1.5810, -3.0942, 2.6566)  0.39
H (-0.6996, -3.6113, 0.1744)  0.27
H (-1.5120, -1.8612, -1.3853)  0.39
C (-1.1862, 1.6248, -1.3693)  -1.38
C (0.2470, 1.3959, -1.7131)  0.41
C (0.6318, 0.4877, -2.6717)  -0.30
C (1.9668, 0.0830, -2.8536)  -0.71
C (2.8495, 0.4088, -1.8506)  0.46
O (3.9264, -0.4320, -1.5850)  -0.52
C (2.5083, 1.3802, -0.8974)  -0.35
C (1.2540, 1.9477, -0.9022)  -0.43
H (-1.7142, 2.3415, -2.0366)  0.39
H (-1.2847, 1.9247, -0.3391)  0.23
H (-1.8695, 0.8568, -1.7181)  0.33
H (-0.0921, 0.0299, -3.3348)  0.39
H (2.1551, -0.6301, -3.6411)  0.38
H (4.7550, 0.0551, -1.6398)  0.34
H (3.3266, 1.5324, -0.2042)  0.32
H (1.0979, 2.8382, -0.2966)  0.44

Summary:
HOMO-LUMO gap: 9.206 eV
SMILES: CCc1c[nH]cn1.Cc1ccc(O)cc1
Energy above the lowest of the compared OMol25 structures with the same formula, charge and spin: 49.3 kcal/mol
Total charge: 0
E_LUMO: 0.84 eV

(4)
Here is a 2-piece molecular cluster, C6H11NO5 overall from the Open Molecules 2025 dataset. Energies are from wB97M-V/def2-TZVPD.

Last column: Mulliken charge in e.
Atoms and positions in Å:
C (3.0639, 2.1659, 1.2715)  -1.42
C (2.2690, 0.9506, 0.8253)  -0.18
C (1.2737, 1.2696, -0.2582)  -0.38
C (0.5342, 0.0739, -0.6196)  0.16
O (-0.5340, 0.2321, -1.4106)  -0.17
C (-0.7790, -0.8834, -2.2532)  0.81
O (0.0567, -1.7490, -2.4025)  -0.58
C (-2.0540, -0.7515, -2.9669)  -1.06
O (0.8659, -1.0659, -0.1747)  -0.33
O (-1.4647, 0.9055, 1.3178)  -0.48
N (-1.2618, 0.3695, 2.4208)  0.20
O (-0.1237, 0.1284, 2.8598)  -0.45
H (3.7352, 1.8500, 2.0712)  0.36
H (3.6632, 2.5457, 0.4391)  0.36
H (2.4092, 2.9510, 1.6630)  0.35
H (2.9332, 0.1988, 0.4066)  0.32
H (1.7078, 0.5494, 1.6876)  0.25
H (0.5480, 2.0291, 0.0918)  0.36
H (1.7644, 1.6911, -1.1525)  0.40
H (0.8469, -1.7261, -0.9749)  0.49
H (-2.2261, 0.2801, -3.2468)  0.34
H (-2.0664, -1.3816, -3.8688)  0.33
H (-2.8926, -1.0719, -2.3532)  0.31

Summary:
HOMO-LUMO gap (spin up / spin down): 4.896 / 4.894 eV
Energy above the lowest of the compared OMol25 structures with the same formula, charge and spin: 36.2 kcal/mol
Total charge: 0
E_LUMO (spin up / spin down): -1.58 / -1.58 eV

(5)
Here is C32H36FeN6O2SbSe5 as an isolated structure from the Open Molecules 2025 dataset. Energies are from wB97M-V/def2-TZVPD.

Last column: Mulliken charge in e.
Atoms and positions in Å:
Fe (-0.7123, -0.2838, 0.8228)  -0.33
C (4.3962, 3.9596, 2.7949)  -1.73
C (3.0797, 3.3946, 2.3347)  0.43
C (2.2600, 4.0933, 1.4618)  -0.91
C (1.0200, 3.6203, 0.9622)  1.28
C (0.3147, 4.5582, 0.1699)  -0.90
N (-0.7465, 4.4264, -0.7004)  -0.16
C (-0.9749, 3.2901, -1.5770)  0.69
C (0.0339, 3.1253, -2.7140)  -0.80
C (1.4598, 2.7709, -2.2968)  -0.99
N (1.5289, 1.4747, -1.6471)  1.07
C (2.5647, 0.6255, -1.9477)  -0.74
C (2.9431, -0.5427, -1.2592)  1.20
C (4.0954, -1.2112, -1.7284)  -1.12
C (4.6251, -2.3360, -1.1183)  0.43
C (5.8821, -2.9828, -1.6358)  -1.70
C (3.9688, -2.8158, 0.0023)  -0.97
C (2.8055, -2.2109, 0.5137)  0.83
C (2.3148, -2.7933, 1.7729)  -0.98
N (1.2679, -2.4226, 2.3665)  0.55
C (0.8957, -2.9546, 3.6588)  -1.12
C (-0.4917, -2.4524, 4.0456)  -0.39
C (-0.6563, -0.9336, 4.0295)  -1.04
N (-0.1806, -0.1724, 2.8448)  0.83
C (0.8374, 0.5599, 3.0999)  -0.40
C (1.3852, 1.6627, 2.3504)  0.11
C (2.6067, 2.1838, 2.8036)  -0.55
C (0.6063, 2.2870, 1.3590)  0.45
O (-0.4633, 1.7213, 0.8912)  -1.21
C (2.2445, -1.0632, -0.0914)  -1.03
O (1.2188, -0.4012, 0.3613)  2.57
H (4.6316, 4.8839, 2.2659)  0.35
H (5.2127, 3.2560, 2.6202)  0.34
H (4.3843, 4.1829, 3.8649)  0.34
H (2.5857, 5.0728, 1.1232)  0.26
H (0.6730, 5.5790, 0.2472)  0.31
H (-1.0357, 5.3080, -1.0887)  0.31
H (-1.9713, 3.4170, -2.0099)  0.35
H (-1.0053, 2.3961, -0.9645)  -0.94
H (0.0637, 4.0471, -3.3089)  0.47
H (-0.3339, 2.3273, -3.3657)  0.26
H (1.8788, 3.5520, -1.6522)  0.33
H (2.0802, 2.7277, -3.1951)  0.48
H (1.2594, 1.4522, -0.6711)  -0.89
H (3.1041, 0.8656, -2.8573)  0.16
H (4.6045, -0.7913, -2.5924)  0.38
H (6.6002, -2.2340, -1.9759)  0.36
H (5.6801, -3.6466, -2.4815)  0.29
H (6.3632, -3.5792, -0.8589)  0.36
H (4.3641, -3.6832, 0.5233)  0.32
H (2.9528, -3.6023, 2.1741)  0.15
H (1.6381, -2.6424, 4.4063)  0.34
H (0.8839, -4.0539, 3.6593)  0.40
H (-0.7111, -2.7773, 5.0690)  0.50
H (-1.2381, -2.9181, 3.4128)  0.20
H (-0.1250, -0.5352, 4.8990)  0.52
H (-1.7145, -0.6959, 4.1555)  0.14
H (1.3334, 0.4172, 4.0632)  0.32
H (3.1748, 1.6167, 3.5349)  0.41
C (-4.1859, 0.6977, -1.5904)  -0.69
N (-3.7812, -0.6234, -2.0372)  0.75
C (-2.5078, -1.0428, -2.1413)  -0.74
Se (-0.9140, -0.2484, -1.6384)  -0.26
N (-2.5292, -2.2320, -2.7782)  0.19
C (-3.8245, -2.5959, -3.0909)  0.35
C (-4.3580, -3.7078, -3.7256)  -0.98
C (-5.7355, -3.7562, -3.8418)  -0.38
C (-6.5485, -2.7379, -3.3303)  -0.79
C (-6.0120, -1.6255, -2.7067)  -0.60
C (-4.6297, -1.5664, -2.6136)  0.74
H (-3.3941, 1.1035, -0.9665)  0.05
H (-5.1029, 0.6035, -1.0108)  0.13
H (-4.3452, 1.3434, -2.4556)  0.29
H (-1.6843, -2.7645, -2.9031)  0.27
H (-3.7271, -4.5004, -4.1048)  0.41
H (-6.1966, -4.6071, -4.3259)  0.38
H (-7.6234, -2.8361, -3.4004)  0.39
H (-6.6371, -0.8782, -2.2418)  0.53
Se (-1.3403, -2.5077, 0.8871)  -0.53
Sb (-5.3052, -0.3821, 2.3190)  0.43
Se (-2.8683, -0.7792, 1.3576)  -0.17
Se (-5.2899, -1.1111, 4.6119)  -0.49
Se (-6.9230, -1.3648, 0.8014)  -0.52

Summary:
HOMO-LUMO gap (spin up / spin down): 4.221 / 4.621 eV
<S²>: 6.227
Energy above the lowest of the compared OMol25 structures with the same formula, charge and spin: 0.0 kcal/mol
Total charge: -1
2S+1: 5
E_LUMO (spin up / spin down): 1.55 / 0.08 eV

(6)
Here is the molecule C6H12N2 from the Open Molecules 2025 dataset. Energies are from wB97M-V/def2-TZVPD.

Last column: Mulliken charge in e.
Atoms and positions in Å:
H (-0.7692, 2.7677, 1.0074)  0.24
N (-0.1256, 1.9862, 0.8945)  -0.70
C (-0.6775, 0.9569, 0.3938)  0.64
N (-2.0518, 0.6666, 0.2699)  -0.25
C (-2.7216, 0.3232, -0.9696)  -0.81
C (-0.0907, -0.3424, 0.2121)  -0.58
C (1.1781, -0.8961, 1.3864)  -0.86
C (1.7844, -0.2597, 0.2713)  0.31
C (2.5566, -1.0089, -0.7792)  -1.35
H (-2.6363, 1.2068, 0.8955)  0.27
H (-2.6873, 1.1150, -1.7181)  0.28
H (-2.2461, -0.5651, -1.3840)  0.26
H (-3.7739, 0.0868, -0.7811)  0.34
H (-0.2705, -0.9169, -0.6884)  0.22
H (1.0135, -0.3425, 2.2990)  0.31
H (1.1900, -1.9757, 1.4589)  0.28
H (2.0705, 0.7829, 0.4001)  0.39
H (2.3221, -0.6244, -1.7759)  0.30
H (2.3041, -2.0707, -0.7570)  0.32
H (3.6313, -0.8896, -0.6356)  0.39

Summary:
HOMO-LUMO gap: 8.897 eV
SMILES: [H]/N=C(\NC)[C@@H]1C[C@H]1C
Energy above the lowest of the compared OMol25 structures with the same formula, charge and spin: 73.1 kcal/mol
Total charge: 0
E_LUMO: 1.06 eV

What did the first record say?
Here is a 2-piece molecular cluster, C4H10NOS overall from the Open Molecules 2025 dataset. Energies are from wB97M-V/def2-TZVPD.

Last column: Mulliken charge in e.
Atoms and positions in Å:
C (-1.7746, 0.6846, 0.2477)  -0.36
O (-2.1023, 0.0860, 1.4179)  -0.85
C (-0.4724, -0.0790, -0.2713)  0.47
C (0.7558, 0.5658, 0.3399)  -0.46
C (2.0219, -0.2112, 0.1064)  -0.91
S (2.2515, -0.7358, -1.5816)  -0.52
N (-0.8282, -1.4715, -0.0747)  -0.62
H (-2.5713, 0.7112, -0.5469)  0.28
H (-1.4473, 1.7484, 0.4647)  0.22
H (-0.3128, -0.0374, -1.4267)  -0.58
H (0.8694, 1.5563, -0.1378)  0.32
H (0.6062, 0.6000, 1.4396)  0.24
H (2.1278, -1.0877, 0.7936)  0.28
H (2.8266, 0.5066, 0.4963)  0.31
H (-0.5155, 0.3918, -2.2289)  0.46
H (-1.4445, -1.2386, 0.7757)  0.42
H (0.0097, -1.9895, 0.1860)  0.29

Summary:
HOMO-LUMO gap: 5.107 eV
Energy above the lowest of the compared OMol25 structures with the same formula, charge and spin: 153.7 kcal/mol
Total charge: -1
E_LUMO: 1.72 eV

Please write out number 4 again, unchanged.
Here is a 2-piece molecular cluster, C6H11NO5 overall from the Open Molecules 2025 dataset. Energies are from wB97M-V/def2-TZVPD.

Last column: Mulliken charge in e.
Atoms and positions in Å:
C (3.0639, 2.1659, 1.2715)  -1.42
C (2.2690, 0.9506, 0.8253)  -0.18
C (1.2737, 1.2696, -0.2582)  -0.38
C (0.5342, 0.0739, -0.6196)  0.16
O (-0.5340, 0.2321, -1.4106)  -0.17
C (-0.7790, -0.8834, -2.2532)  0.81
O (0.0567, -1.7490, -2.4025)  -0.58
C (-2.0540, -0.7515, -2.9669)  -1.06
O (0.8659, -1.0659, -0.1747)  -0.33
O (-1.4647, 0.9055, 1.3178)  -0.48
N (-1.2618, 0.3695, 2.4208)  0.20
O (-0.1237, 0.1284, 2.8598)  -0.45
H (3.7352, 1.8500, 2.0712)  0.36
H (3.6632, 2.5457, 0.4391)  0.36
H (2.4092, 2.9510, 1.6630)  0.35
H (2.9332, 0.1988, 0.4066)  0.32
H (1.7078, 0.5494, 1.6876)  0.25
H (0.5480, 2.0291, 0.0918)  0.36
H (1.7644, 1.6911, -1.1525)  0.40
H (0.8469, -1.7261, -0.9749)  0.49
H (-2.2261, 0.2801, -3.2468)  0.34
H (-2.0664, -1.3816, -3.8688)  0.33
H (-2.8926, -1.0719, -2.3532)  0.31

Summary:
HOMO-LUMO gap (spin up / spin down): 4.896 / 4.894 eV
Energy above the lowest of the compared OMol25 structures with the same formula, charge and spin: 36.2 kcal/mol
Total charge: 0
E_LUMO (spin up / spin down): -1.58 / -1.58 eV

energy above the lowest of the compared OMol25 structures with the same formula, charge and spin of number 3 (C12H16N2O)?
49.3 kcal/mol

Which value of total charge does entry 6 give?
0